(1)
Below is an isolated ion of composition C5H11N2 and charge +1 in a non-equilibrium geometry, with properties calculated with the ωB97M-V functional and the def2-TZVPD basis.

Results
E_HOMO, eV: -14.43
M, g/mol: 99.2
SMILES string: CC[C@H]([NH3+])[C@@H]1C=N1
Energy above the lowest of the compared OMol25 structures with the same formula, charge and spin, kcal per mole: 89.9
Total charge: +1
LUMO, eV: -3.67
Gap between HOMO and LUMO, hartree: 0.3956
Spin multiplicity: 1

Cartesian coordinates (Å):
C (-1.4274, -0.5198, 1.6342)
C (-0.2711, -1.1144, 0.7482)
C (0.0203, -0.2280, -0.4167)
N (0.8857, -0.8254, -1.4352)
C (0.7821, 1.3796, 0.0805)
C (0.4516, 2.3966, -0.8796)
N (1.5880, 1.8662, -1.0145)
H (-1.2394, 0.4663, 2.1184)
H (-1.7618, -1.2014, 2.4998)
H (-2.2385, -0.3847, 0.9504)
H (0.6048, -1.3889, 1.3269)
H (-0.6087, -2.1032, 0.3986)
H (-0.8230, 0.0684, -0.9252)
H (0.3074, -1.4904, -1.8959)
H (1.8187, -1.3407, -1.1117)
H (1.2188, 0.1370, -1.8445)
H (0.9915, 1.3019, 1.1943)
H (-0.2988, 2.9807, -1.4280)

(2)
Below is C25H32ClIrN4O2S as an isolated structure, with properties calculated with the ωB97M-V functional and the def2-TZVPD basis.

Results
E_HOMO (alpha / beta), eV: -16.66 / -17.44
M, g/mol: 680.3
Energy above the lowest of the compared OMol25 structures with the same formula, charge and spin, kcal per mole: 0.0
Total charge: +3
LUMO (alpha / beta), eV: -8.69 / -11.13
Gap between HOMO and LUMO (alpha / beta), hartree: 0.2931 / 0.2318
Spin multiplicity: 2

Cartesian coordinates (Å):
Ir (0.2979, 0.0509, 0.6867)
C (0.7928, 2.0897, 2.8127)
C (-0.3783, 1.2975, 3.3691)
N (-1.0481, 0.5448, 2.2693)
C (-1.7117, -0.6962, 2.7541)
C (-0.6704, -1.7164, 3.1943)
S (0.8456, -1.6695, 2.1555)
C (2.0620, -0.8550, 3.2611)
C (2.6219, 0.3801, 2.5820)
N (1.5872, 1.2274, 1.8967)
H (1.4178, 2.4770, 3.6191)
H (0.4360, 2.9420, 2.2380)
H (-1.0971, 1.9566, 3.8564)
H (-0.0499, 0.5838, 4.1186)
H (-1.7643, 1.1497, 1.8717)
H (-2.3012, -1.0863, 1.9260)
H (-2.3885, -0.4748, 3.5828)
H (-1.0718, -2.7249, 3.1102)
H (-0.3475, -1.5892, 4.2259)
H (2.8630, -1.5667, 3.4533)
H (1.5797, -0.6443, 4.2119)
H (3.3200, 0.0722, 1.8070)
H (3.1722, 0.9899, 3.3023)
H (2.1241, 1.8411, 1.2874)
O (-4.0341, 3.2546, -3.6239)
C (-3.1606, 4.0525, -2.8721)
C (-2.2953, 3.1469, -2.0465)
C (-1.3088, 3.6557, -1.2029)
C (-0.5429, 2.7850, -0.4655)
N (-0.6985, 1.4490, -0.5175)
C (-1.6467, 0.9456, -1.3355)
C (-2.4511, 1.7688, -2.1033)
C (-1.7454, -0.5224, -1.3465)
C (-2.5521, -1.2294, -2.2147)
C (-2.5183, -2.6208, -2.2247)
C (-3.3748, -3.3670, -3.2119)
O (-3.1420, -2.7487, -4.4589)
C (-1.6461, -3.2520, -1.3498)
C (-0.8718, -2.4930, -0.4952)
N (-0.9219, -1.1514, -0.4768)
H (-4.6080, 3.8085, -4.1655)
H (-3.6940, 4.7303, -2.1941)
H (-2.5092, 4.6691, -3.5034)
H (-1.1300, 4.7204, -1.1243)
H (0.2471, 3.1549, 0.1713)
H (-3.2117, 1.3643, -2.7537)
H (-3.1868, -0.7178, -2.9238)
H (-4.4233, -3.2689, -2.9043)
H (-3.1198, -4.4292, -3.2079)
H (-3.6407, -3.2034, -5.1486)
H (-1.5526, -4.3296, -1.3311)
H (-0.1839, -2.9698, 0.1885)
Cl (6.9367, -2.2792, 0.1601)
C (5.4372, -1.5965, -0.1660)
C (4.3244, -2.4353, -0.4029)
C (3.1148, -1.8763, -0.6854)
C (2.9487, -0.4556, -0.7362)
C (1.7117, 0.1263, -1.1066)
C (4.0944, 0.3642, -0.4907)
C (5.3118, -0.1884, -0.2217)
H (4.4586, -3.5084, -0.3871)
H (2.2656, -2.5121, -0.9084)
H (1.0960, -0.4690, -1.7771)
H (1.7335, 1.1819, -1.3555)
H (4.0079, 1.4400, -0.5932)
H (6.1902, 0.4269, -0.0789)

(3)
Below is an isolated ion of composition C9H12NO and charge +1 in a non-equilibrium geometry, with properties calculated with the ωB97M-V functional and the def2-TZVPD basis.

Results
E_HOMO (alpha / beta), eV: -12.71 / -12.71
M, g/mol: 150.2
SMILES string: C[N+](C)=C1C=CC=C[C@@H]1C=O
Energy above the lowest of the compared OMol25 structures with the same formula, charge and spin, kcal per mole: 62.9
Total charge: +1
LUMO (alpha / beta), eV: -5.14 / -5.14
Gap between HOMO and LUMO (alpha / beta), hartree: 0.2782 / 0.2781
Spin multiplicity: 1

Cartesian coordinates (Å):
C (0.8699, 1.3554, -1.5811)
N (0.8016, 0.0918, -0.9049)
C (1.9244, -0.7698, -1.1721)
C (-0.2051, -0.1969, -0.0768)
C (-0.3378, -1.5389, 0.3593)
C (-1.0087, -1.7992, 1.5773)
C (-1.4067, -0.6434, 2.4783)
C (-1.4338, 0.5497, 1.9054)
C (-1.2596, 0.7186, 0.4608)
C (-2.8524, 0.5370, 0.3189)
O (-3.1996, -0.5688, 0.0785)
H (1.4367, 2.1795, -0.9627)
H (1.6693, 1.3229, -2.3006)
H (-0.1392, 1.7954, -1.9931)
H (2.3847, -0.7225, -2.1651)
H (2.7981, -0.4943, -0.6131)
H (1.7520, -1.7236, -0.7352)
H (0.1414, -2.4609, -0.2181)
H (-1.1603, -2.7333, 2.0551)
H (-1.3999, -0.8105, 3.5175)
H (-1.7810, 1.3461, 2.5096)
H (-1.2035, 1.7982, 0.0367)
H (-3.4222, 1.3937, 0.4639)

(4)
Below is C23H15N3O3ReS5 as an isolated structure in a non-equilibrium geometry, with properties calculated with the ωB97M-V functional and the def2-TZVPD basis.

Results
E_HOMO (alpha / beta), eV: -10.18 / -10.18
M, g/mol: 727.9
Energy above the lowest of the compared OMol25 structures with the same formula, charge and spin, kcal per mole: 29.9
Total charge: +1
LUMO (alpha / beta), eV: -4.90 / -4.90
Gap between HOMO and LUMO (alpha / beta), hartree: 0.1940 / 0.1940
Spin multiplicity: 1

Cartesian coordinates (Å):
Re (1.3237, 0.0439, 0.0379)
O (-1.2280, -5.7277, 3.1679)
N (-1.6047, -4.6694, 3.6222)
O (-2.5240, -4.5023, 4.3845)
C (-0.8474, -3.4711, 3.2154)
C (-0.3048, -2.7232, 4.1788)
C (0.4518, -1.5550, 3.8245)
C (1.0429, -0.7363, 4.8091)
C (1.7532, 0.3681, 4.4342)
C (1.8691, 0.6543, 3.0671)
N (1.3239, -0.0985, 2.1392)
C (0.6178, -1.2029, 2.4843)
C (0.0199, -2.0308, 1.4594)
N (0.1867, -1.6920, 0.1464)
C (-0.3676, -2.4285, -0.8009)
C (-1.1334, -3.5567, -0.5155)
C (-1.3070, -3.9181, 0.7937)
C (-0.7203, -3.1610, 1.8216)
H (-0.4357, -2.9971, 5.2168)
H (0.9354, -0.9787, 5.8580)
H (2.2168, 1.0133, 5.1648)
H (2.4165, 1.5152, 2.7055)
H (-0.1889, -2.0953, -1.8117)
H (-1.5742, -4.1309, -1.3157)
H (-1.8977, -4.7949, 1.0197)
O (3.0381, 0.0807, 0.0550)
C (-2.1638, 4.2767, 1.8882)
S (-0.7520, 5.1220, 1.1413)
C (-0.8397, 4.4593, -0.4905)
C (-0.5686, 3.1965, -0.8492)
S (-0.0763, 1.8894, 0.1800)
S (-0.7351, 2.8309, -2.5610)
C (-1.1999, 4.4163, -3.0880)
S (-1.5186, 4.8032, -4.6263)
S (-1.3014, 5.5459, -1.7679)
H (-2.3554, 4.7470, 2.8509)
H (-1.9535, 3.2216, 2.0496)
H (-3.0492, 4.3872, 1.2669)
C (1.2320, 0.0797, -1.8516)
C (1.1640, 0.1925, -3.2326)
C (0.0681, -0.3228, -3.9625)
C (0.0341, -0.1913, -5.3309)
C (1.0765, 0.4554, -5.9916)
C (2.1586, 0.9714, -5.2877)
C (2.2124, 0.8437, -3.9167)
H (-0.7445, -0.8162, -3.4466)
H (-0.8019, -0.5842, -5.8921)
H (1.0421, 0.5587, -7.0676)
H (2.9588, 1.4713, -5.8146)
H (3.0511, 1.2406, -3.3615)

(5)
Below is one molecule with the formula C16H16N6O4S in a non-equilibrium geometry, with properties calculated with the ωB97M-V functional and the def2-TZVPD basis.

Results
E_HOMO, eV: -8.76
M, g/mol: 388.4
SMILES string: Cc1cc(NC(=O)CSc2nnc([C@@H]3COc4ccccc4O3)n2N)no1
Energy above the lowest of the compared OMol25 structures with the same formula, charge and spin, kcal per mole: 2.3
Total charge: 0
LUMO, eV: 0.60
Gap between HOMO and LUMO, hartree: 0.3441
Spin multiplicity: 1

Cartesian coordinates (Å):
C (0.6096, 4.0511, -0.2546)
C (1.6052, 2.9591, -0.1313)
C (1.5720, 1.7446, 0.4930)
C (2.8321, 1.1821, 0.1756)
N (3.3428, -0.0632, 0.4879)
C (2.6626, -1.0428, 1.1345)
O (1.6208, -0.8790, 1.7276)
C (3.3366, -2.4063, 1.0432)
S (2.1120, -3.6048, 0.4032)
C (1.2915, -2.5301, -0.6931)
N (1.8294, -1.5602, -1.3888)
N (0.8388, -0.8806, -1.9657)
C (-0.2975, -1.4347, -1.6291)
C (-1.6497, -0.9721, -2.0703)
C (-1.6274, 0.5422, -2.3142)
O (-1.3623, 1.2519, -1.1275)
C (-1.9881, 0.7610, -0.0154)
C (-1.9787, 1.5250, 1.1468)
C (-2.6067, 1.0695, 2.2890)
C (-3.2659, -0.1491, 2.2853)
C (-3.2740, -0.9225, 1.1410)
C (-2.6322, -0.4758, -0.0060)
O (-2.6468, -1.2971, -1.1194)
N (-0.0650, -2.5026, -0.8136)
N (-0.9431, -3.4400, -0.3022)
N (3.5472, 2.0066, -0.5550)
O (2.7886, 3.1104, -0.7466)
H (-0.2836, 3.6724, -0.7487)
H (0.3327, 4.4294, 0.7279)
H (1.0336, 4.8595, -0.8439)
H (0.7933, 1.2996, 1.0715)
H (4.1837, -0.2856, -0.0257)
H (3.6040, -2.7701, 2.0351)
H (4.2043, -2.4087, 0.3866)
H (-1.9425, -1.4925, -2.9912)
H (-2.6026, 0.8449, -2.7206)
H (-0.8274, 0.7967, -3.0098)
H (-1.4735, 2.4762, 1.1272)
H (-2.5864, 1.6715, 3.1839)
H (-3.7656, -0.5029, 3.1732)
H (-3.7782, -1.8767, 1.1125)
H (-0.6555, -3.6926, 0.6416)
H (-1.8881, -3.0636, -0.3137)

(6)
Below is C31H39Cl3F12NO4ReSi4 as an isolated structure in a non-equilibrium geometry, with properties calculated with the ωB97M-V functional and the def2-TZVPD basis.

Results
E_HOMO (alpha / beta), eV: -13.83 / -13.65
M, g/mol: 1122.5
Total charge: +2
LUMO (alpha / beta), eV: -7.55 / -6.95
Gap between HOMO and LUMO (alpha / beta), hartree: 0.2306 / 0.2463
Spin multiplicity: 1

Cartesian coordinates (Å):
Re (-0.4862, -0.7189, -0.1025)
C (5.4688, -1.6953, -3.9092)
C (4.4629, -1.4365, -2.8542)
C (4.7358, -1.1184, -1.5468)
C (3.6758, -0.9935, -0.6452)
C (2.3465, -1.0191, -1.0307)
N (1.3937, -0.5822, -0.1133)
C (1.8975, 0.2076, 1.0297)
C (2.8046, 1.2543, 0.8218)
C (3.5812, 1.7695, 1.8756)
C (3.2436, 1.3798, 3.1893)
C (3.9351, 2.0211, 4.3356)
C (2.2750, 0.4200, 3.4185)
C (1.5819, -0.1545, 2.3333)
C (0.4468, -1.1383, 2.6713)
O (-0.4920, -1.4276, 1.6543)
C (-0.4675, -0.6339, 3.7824)
F (0.0987, -0.7395, 4.9832)
F (-0.6736, 0.6933, 3.5633)
F (-1.6805, -1.2218, 3.8606)
C (1.0571, -2.4863, 3.0543)
F (1.7583, -2.9389, 2.0180)
F (0.1363, -3.4096, 3.3896)
F (1.8919, -2.4913, 4.0950)
C (2.0456, -1.5148, -2.2762)
C (3.1084, -1.7147, -3.1546)
C (0.6373, -1.9702, -2.5453)
O (-0.3208, -1.0558, -2.0710)
C (0.4088, -3.3273, -1.7843)
F (-0.3768, -4.2191, -2.4296)
F (-0.3503, -3.0630, -0.4987)
F (1.4976, -3.9192, -1.3680)
C (0.3657, -2.2013, -4.0619)
F (0.7966, -1.0598, -4.7226)
F (-0.9749, -2.3729, -4.3347)
F (1.0282, -3.2136, -4.7081)
H (6.4419, -2.0099, -3.4793)
H (5.6556, -0.7221, -4.4145)
H (5.1348, -2.4723, -4.6312)
H (5.7707, -0.8438, -1.2861)
H (3.7978, -0.8459, 0.4137)
H (2.9101, 1.5423, -0.2059)
H (4.5309, 2.3481, 1.6949)
H (4.8429, 1.4992, 4.6302)
H (3.3268, 2.0508, 5.2559)
H (4.1890, 3.0726, 4.1402)
H (2.0442, 0.0951, 4.4109)
H (2.8826, -2.0968, -4.1757)
Cl (-2.7396, -5.2711, -1.1108)
C (-3.1993, -3.9165, -0.0415)
Cl (-2.4138, -4.1098, 1.5664)
Cl (-5.0739, -4.0153, 0.0542)
C (-2.9257, -2.6081, -0.7342)
O (-2.8399, -2.4952, -1.9466)
O (-2.6006, -1.5508, 0.0983)
C (-0.0922, 3.8220, 3.3646)
Si (-0.4743, 3.5365, 1.5568)
C (-2.0401, 4.6443, 1.3812)
C (0.7780, 4.1294, 0.2086)
Si (-1.0439, 1.3509, 0.7657)
Si (-1.0052, 0.6146, -2.7342)
C (0.5070, 1.3945, -3.5460)
C (-1.8604, 2.1670, -2.0259)
C (-2.2818, -0.0123, -4.0107)
Si (-3.9696, -0.6669, 0.7577)
C (-5.1760, -0.6455, -0.6721)
C (-4.5534, -1.5381, 2.2784)
C (-3.5101, 1.0800, 1.3785)
H (-0.1968, 4.8768, 3.6606)
H (0.9315, 3.5288, 3.5909)
H (-0.7041, 3.2260, 4.0527)
H (-1.6890, 5.6651, 1.6494)
H (-2.8156, 4.3503, 2.1051)
H (-2.4880, 4.6372, 0.3962)
H (1.6862, 4.4982, 0.6986)
H (0.3319, 4.9398, -0.4290)
H (1.1406, 3.3727, -0.4847)
H (0.6794, 2.3775, -3.0686)
H (0.3502, 1.6080, -4.5956)
H (1.4608, 0.8298, -3.4664)
H (-1.3844, 2.7049, -1.2205)
H (-2.9032, 2.0489, -1.7866)
H (-1.8157, 2.8270, -2.8774)
H (-2.5139, -1.0749, -3.8124)
H (-1.8700, 0.0400, -4.9953)
H (-3.2161, 0.5665, -3.9468)
H (-4.6884, -0.2506, -1.5351)
H (-5.9440, 0.0781, -0.3188)
H (-5.6563, -1.5684, -0.9297)
H (-3.8668, -1.3457, 3.0889)
H (-4.6609, -2.6114, 2.1468)
H (-5.5315, -1.1158, 2.6130)
H (-3.3398, 1.8332, 0.5863)
H (-2.7417, 1.1652, 2.2069)
H (-4.4235, 1.3577, 1.8107)

> The lowest total charge belongs to which entry?

C16H16N6O4S